Entry 1:
Formula: C3H5NO3
Source: OMol25
Level of theory: ωB97M-V with the def2-TZVPD basis set

Summary:
Largest force on an atom = 2.9 eV/Å
Charge = 0
Energy above the lowest of the compared OMol25 structures with the same formula, charge and spin = 29.6 kcal/mol
LUMO energy = 0.5 eV

Cartesian coordinates (Å):
O  -2.428  -1.467  -0.575
C  -1.774  -0.500  -0.139
N  -0.559  -0.602  0.468
C  0.340  0.540  0.722
C  1.343  0.761  -0.407
O  1.593  1.852  -0.885
O  1.911  -0.435  -0.776
H  -2.166  0.544  -0.146
H  -0.172  -1.551  0.568
H  0.898  0.309  1.590
H  -0.245  1.472  0.817
H  1.260  -0.923  -1.236

Here are the natural (NBO) charges for atoms 1 to 2, given in e: number 1, O, carries -0.60; number 2, C, carries 0.52



Entry 2:
Formula: C3H5NO3
Source: OMol25
Level of theory: ωB97M-V with the def2-TZVPD basis set

Summary:
Largest force on an atom = 1.0 eV/Å
Charge = 0
Energy above the lowest of the compared OMol25 structures with the same formula, charge and spin = 20.9 kcal/mol
LUMO energy = 0.8 eV

Cartesian coordinates (Å):
N  -1.483  -0.801  0.062
C  -0.551  -0.352  0.973
O  -0.204  -0.932  1.981
C  0.059  1.007  0.588
O  1.338  0.745  -0.025
C  1.342  0.072  -1.173
O  0.382  -0.211  -1.851
H  -1.160  -0.732  -0.890
H  -1.808  -1.725  0.302
H  -0.575  1.626  -0.062
H  0.295  1.540  1.509
H  2.364  -0.237  -1.413

Here are the natural (NBO) charges for atoms 1 to 2, given in e: number 1, N, carries -0.83; number 2, C, carries 0.65



Entry 3:
Formula: C3H5NO3P
Source: OMol25
Level of theory: ωB97M-V with the def2-TZVPD basis set

Summary:
Largest force on an atom = 3.7 eV/Å
Charge = +1
Energy above the lowest of the compared OMol25 structures with the same formula, charge and spin = 22.0 kcal/mol
LUMO energy = -4.9 eV

Cartesian coordinates (Å):
C  -0.899  0.250  -1.990
C  -1.081  -1.148  0.237
C  -0.533  -0.359  -0.642
N  0.656  0.869  -0.021
O  -0.383  1.359  -2.385
O  -0.233  -0.053  -4.883
O  -1.778  -0.358  -2.715
P  -1.322  0.750  -4.350
H  -1.993  -1.815  0.069
H  -0.636  -1.177  1.303
H  0.486  1.471  -0.873
H  1.642  0.602  0.314
H  0.189  1.269  0.839

Here are the natural (NBO) charges for atoms 1 to 2, given in e: number 1, C, carries 0.73; number 2, C, carries -0.30